This record from the OMol25 dataset describes a structure of composition C17H20BClFeN6. The level of theory is wB97M-V/def2-TZVPD.

Cartesian coordinates (Å):
1 H -0.078 3.294 0.923
2 N 0.236 1.960 -0.685
3 B 0.659 0.911 -3.027
4 N 0.573 2.097 -1.997
5 C 0.723 3.418 -2.268
6 Fe -0.050 0.156 0.109
7 H 0.989 3.735 -3.275
8 C 0.479 4.151 -1.107
9 H 0.518 5.232 -0.982
10 C 0.174 3.188 -0.131
11 H 1.141 1.368 -4.041
12 C -2.220 -2.682 1.682
13 H -2.492 -3.043 2.682
14 H -1.182 -3.195 1.493
15 H -2.848 -3.116 0.891
16 N -0.732 0.329 -3.335
17 N 1.603 -0.173 -2.451
18 N -1.549 -0.180 -2.374
19 N 1.484 -0.630 -1.180
20 C -1.349 0.318 -4.554
21 C 2.617 -0.823 -3.077
22 H -0.835 0.686 -5.443
23 H 2.865 -0.586 -4.111
24 C -2.621 -0.217 -4.384
25 C 3.175 -1.735 -2.182
26 C -2.686 -0.510 -3.000
27 C 2.429 -1.571 -0.999
28 H -3.380 -0.382 -5.148
29 H 4.010 -2.413 -2.357
30 H -3.508 -0.952 -2.433
31 H 2.531 -2.066 -0.033
32 H -2.292 -1.579 1.639
33 Cl 0.140 2.540 4.048
34 C -0.017 0.788 4.164
35 C -0.544 0.262 5.350
36 C -0.683 -1.117 5.509
37 C -0.293 -1.981 4.485
38 C 0.234 -1.467 3.298
39 C 0.373 -0.084 3.118
40 C 0.992 0.416 1.845
41 H -0.842 0.925 6.153
42 H -1.087 -1.517 6.431
43 H -0.393 -3.051 4.614
44 H 0.554 -2.147 2.519
45 H 1.189 1.501 1.896
46 H 1.988 -0.060 1.723

Computed properties:
- lowest unoccupied orbital energy (alpha / beta) (eV) = 0.5 / 0.0
- E_HOMO (alpha / beta) (eV) = -7.68 / -8.22
- 2S+1 = 5
- energy above the lowest of the compared OMol25 structures with the same formula, charge and spin (kcal/mol) = 0.0
- calculated total energy (hartree) = -2737.12413
- orbital gap (alpha / beta) (hartree) = 0.299 / 0.304



This record from the OMol25 dataset describes a structure of composition C27H35BrN4P2V. The level of theory is wB97M-V/def2-TZVPD.

Cartesian coordinates (Å):
1 V -0.580 0.971 -1.688
2 C -2.048 1.706 -7.317
3 C -2.217 0.403 -7.054
4 C -1.314 -0.685 -7.538
5 C 0.190 -0.344 -7.546
6 C 0.733 0.429 -6.374
7 C 0.703 1.765 -6.240
8 C 0.363 2.629 -7.426
9 C -0.966 2.302 -8.154
10 C 1.494 0.725 -0.349
11 H -2.795 2.441 -7.002
12 H -3.159 0.046 -6.614
13 H -1.601 -0.980 -8.562
14 H -1.486 -1.576 -6.917
15 H 0.733 -1.301 -7.575
16 H 0.427 0.161 -8.489
17 H 1.349 -0.194 -5.717
18 H 1.094 2.273 -5.358
19 H 1.158 2.558 -8.192
20 H 0.342 3.679 -7.115
21 H -1.362 3.249 -8.552
22 H -0.762 1.672 -9.028
23 H 0.672 1.481 -0.281
24 H 2.427 1.274 -0.155
25 H 1.367 0.003 0.469
26 P 1.680 -0.115 -1.945
27 P -1.421 -1.189 -1.894
28 N 2.874 0.943 -2.649
29 N 2.625 -1.449 -1.387
30 N -2.240 0.406 -2.758
31 N -2.836 -2.120 -1.768
32 C 0.889 -0.865 -3.418
33 C -0.393 -1.731 -3.310
34 C 2.926 2.312 -2.387
35 C 3.894 2.878 -3.196
36 C 4.447 1.831 -3.998
37 C 3.799 0.653 -3.654
38 C 3.702 -1.275 -0.506
39 C 4.339 -2.493 -0.357
40 C 3.641 -3.446 -1.166
41 C 2.599 -2.779 -1.788
42 C -2.348 1.857 -2.306
43 C -2.697 2.589 -3.455
44 C -3.051 1.677 -4.445
45 C -2.688 0.387 -4.034
46 C -3.983 -2.144 -2.582
47 C -4.966 -2.877 -1.933
48 C -4.418 -3.330 -0.682
49 C -3.121 -2.856 -0.598
50 H 1.671 -1.476 -3.893
51 H 0.677 -0.017 -4.085
52 H -0.972 -1.655 -4.247
53 H -0.131 -2.798 -3.180
54 H 2.313 2.749 -1.612
55 H 4.179 3.925 -3.204
56 H 5.241 1.936 -4.732
57 H 3.934 -0.364 -4.010
58 H 3.890 -0.311 -0.049
59 H 5.210 -2.660 0.255
60 H 3.884 -4.489 -1.272
61 H 1.841 -3.126 -2.476
62 H -2.671 2.066 -1.287
63 H -2.766 3.664 -3.532
64 H -3.561 1.885 -5.375
65 H -2.768 -0.531 -4.601
66 H -4.005 -1.657 -3.540
67 H -5.961 -3.065 -2.288
68 H -4.927 -3.918 0.056
69 H -2.370 -2.957 0.168
70 Br -1.743 0.564 0.533

Computed properties:
- lowest unoccupied orbital energy (alpha / beta) (eV) = 0.0 / 0.1
- E_HOMO (alpha / beta) (eV) = -6.25 / -5.98
- 2S+1 = 4
- calculated total energy (hartree) = -5469.30988
- orbital gap (alpha / beta) (hartree) = 0.230 / 0.222